13
Properties=species:S:1:pos:R:3:nbo_charge:R:1 method="wB97M-V/def2-TZVPD" e_above_lowest_ev=1.502 gap_ev="7.3 / 8.8" lumo_ev="-1.06 / -0.91" homo_energy_ha="-0.3066 / -0.3578" spin_multiplicity=1 total_charge=0 total_energy_ev=-25698.3955
C -0.47528 -0.16701 2.23143 0.57
H 0.52299 1.48933 2.85682 0.41
S 0.19465 -0.79734 -0.37787 0.14
F 1.60277 -0.21129 -3.23592 -0.33
H 0.56513 1.27829 1.14844 0.39
F -0.49999 0.24740 -3.60511 -0.33
H -0.35910 -1.79433 -1.07565 0.15
F 0.79386 1.74489 -2.67050 -0.33
H -1.56835 -1.66160 1.07142 0.23
C -0.74047 -0.97947 1.05332 -0.43
O -0.90565 -0.49849 3.32017 -0.59
C 0.53296 0.43952 -2.77191 0.93
N 0.33646 0.91010 2.05537 -0.83